1.
# C5H9NO

An isolated molecule of C5H9NO (ωB97M-V/def2-TZVPD, OMol25).

Last column: Löwdin charge in e.
Geometry (Å):
C: -1.584 -1.094 0.072  -0.068
C: -0.518 -0.257 -0.624  -0.296
C: -0.585 1.298 -0.475  -0.124
C: 0.911 1.338 -0.035  -0.081
C: 0.852 -0.179 0.027  -0.187
N: 1.640 -1.015 0.640  -0.064
O: 2.763 -0.707 1.278  -0.180
H: -2.564 -0.938 -0.394  0.078
H: -1.662 -0.822 1.131  0.083
H: -1.350 -2.164 0.014  0.077
H: -0.446 -0.546 -1.683  0.142
H: -0.841 1.856 -1.383  0.106
H: -1.269 1.601 0.327  0.110
H: 1.144 1.835 0.913  0.115
H: 1.590 1.728 -0.805  0.119
H: 1.919 -1.937 0.997  0.169

Output
* SMILES: C[C@H]1CC/C1=[NH+]\[O-]
* largest force on an atom: 3.03 eV/A
* gap between HOMO and LUMO: 9.2441 eV
* charge: 0
* energy: -325.76009 Ha
* relative energy (zero: lowest compared OMol25 entry of this formula, charge and spin): 111.4 kcal/mol
* HOMO: -8.39 eV

=====

2.
# C5H9NO

An isolated molecule of C5H9NO (ωB97M-V/def2-TZVPD, OMol25).

Last column: Löwdin charge in e.
Geometry (Å):
C: -1.157 0.136 1.351  -0.068
C: -1.168 0.115 -0.162  -0.439
N: -1.426 1.285 -0.771  0.095
C: 0.470 0.144 -0.741  -0.199
C: 1.583 0.603 -0.021  0.019
C: 1.315 -1.161 -0.387  -0.343
O: 1.843 -1.795 -1.282  0.035
H: -0.733 1.079 1.707  0.084
H: -2.190 0.072 1.708  0.081
H: -0.603 -0.709 1.775  0.071
H: -1.569 -0.822 -0.574  0.139
H: -1.743 1.104 -1.726  0.061
H: 0.495 0.279 -1.817  0.137
H: 1.621 0.518 1.062  0.097
H: 2.345 1.226 -0.482  0.105
H: 1.074 -1.577 0.605  0.125

Output
* largest force on an atom: 1.89 eV/A
* gap between HOMO and LUMO (spin up / spin down): 8.2842 / 7.8819 eV
* charge: 0
* energy: -325.73407 Ha
* relative energy (zero: lowest compared OMol25 entry of this formula, charge and spin): 127.7 kcal/mol
* HOMO (spin up / spin down): -8.97 / -8.26 eV

=====

3.
# C5H9NO

A structure of composition C5H9NO (ωB97M-V/def2-TZVPD, OMol25).

Last column: Löwdin charge in e.
Geometry (Å):
C: -1.220 -0.326 1.119  -0.035
C: -0.189 0.042 0.078  -0.474
C: -0.015 -1.228 -0.719  -0.058
C: -0.355 1.344 -0.716  -0.084
O: 1.085 1.525 -0.741  0.011
C: 1.274 0.506 0.158  -0.428
N: 2.318 0.108 0.731  0.172
H: -0.853 -1.040 1.859  0.083
H: -1.656 0.544 1.653  0.089
H: -1.879 -1.054 0.421  0.105
H: 0.672 -1.877 -0.154  0.094
H: -1.090 -1.730 -0.679  0.103
H: 0.411 -1.027 -1.714  0.102
H: -0.816 2.162 -0.147  0.126
H: -0.776 1.292 -1.722  0.126
H: 3.088 0.759 0.574  0.065

Output
* largest force on an atom: 3.42 eV/A
* gap between HOMO and LUMO: 10.8091 eV
* charge: 0
* energy: -325.84081 Ha
* relative energy (zero: lowest compared OMol25 entry of this formula, charge and spin): 60.7 kcal/mol
* HOMO: -9.89 eV

=====

4.
# C5H9NO

A structure of composition C5H9NO (ωB97M-V/def2-TZVPD, OMol25).

Last column: Löwdin charge in e.
Geometry (Å):
C: 1.141 -1.116 -0.292  -0.096
C: 0.761 0.207 0.896  -0.232
O: 1.604 1.259 0.716  -0.038
C: -0.101 0.205 -1.104  -0.095
N: -1.232 0.750 -0.407  -0.058
C: -1.749 -0.248 0.536  -0.089
C: -0.675 0.669 0.948  -0.268
H: 0.639 -1.983 0.139  0.070
H: 2.181 -1.118 0.045  0.074
H: 1.245 -1.319 -1.380  0.062
H: 1.144 2.054 0.382  0.103
H: -0.404 -0.449 -1.925  0.102
H: 0.609 0.966 -1.432  0.105
H: -1.516 -1.295 0.358  0.111
H: -2.766 -0.050 0.859  0.108
H: -0.882 1.467 1.661  0.141

Output
* largest force on an atom: 0.38 eV/A
* gap between HOMO and LUMO (spin up / spin down): 7.4588 / 7.4599 eV
* charge: 0
* energy: -325.64854 Ha
* relative energy (zero: lowest compared OMol25 entry of this formula, charge and spin): 181.4 kcal/mol
* HOMO (spin up / spin down): -6.77 / -6.77 eV

=====

Q: What is the charge in the first record?
A: 0

=====

Q: Which value of energy does entry 4 give?
A: -325.64854 Ha

=====

Copy entry 3 word for word.
# C5H9NO

A structure of composition C5H9NO (ωB97M-V/def2-TZVPD, OMol25).

Last column: Löwdin charge in e.
Geometry (Å):
C: -1.220 -0.326 1.119  -0.035
C: -0.189 0.042 0.078  -0.474
C: -0.015 -1.228 -0.719  -0.058
C: -0.355 1.344 -0.716  -0.084
O: 1.085 1.525 -0.741  0.011
C: 1.274 0.506 0.158  -0.428
N: 2.318 0.108 0.731  0.172
H: -0.853 -1.040 1.859  0.083
H: -1.656 0.544 1.653  0.089
H: -1.879 -1.054 0.421  0.105
H: 0.672 -1.877 -0.154  0.094
H: -1.090 -1.730 -0.679  0.103
H: 0.411 -1.027 -1.714  0.102
H: -0.816 2.162 -0.147  0.126
H: -0.776 1.292 -1.722  0.126
H: 3.088 0.759 0.574  0.065

Output
* largest force on an atom: 3.42 eV/A
* gap between HOMO and LUMO: 10.8091 eV
* charge: 0
* energy: -325.84081 Ha
* relative energy (zero: lowest compared OMol25 entry of this formula, charge and spin): 60.7 kcal/mol
* HOMO: -9.89 eV

=====

Q: Which of these has the highest relative energy (zero: lowest compared OMol25 entry of this formula, charge and spin)?
A: number 4